1.
DFT (the ωB97M-V functional and the def2-TZVPD basis) results for an isolated molecule of C3H4N2 at a distorted geometry.

## Properties
**Kohn-Sham gap**: 10.23 eV
**Structure (SMILES)**: c1cn[nH]c1
**HOMO energy**: -9.047 eV

Positions of all 9 atoms, in Å:
N1 -1.096567 -0.736734 0.225941
C1 -0.719823 0.967510 0.045255
C2 0.619997 0.984470 -0.061405
C3 1.081627 -0.624991 -0.050821
N2 0.053763 -1.376765 0.067696
H1 -1.784352 -1.322760 -0.303360
H2 -1.644547 1.551084 0.155706
H3 1.437540 1.725596 -0.164075
H4 2.052366 -1.167411 0.085064

Atomic forces in eV per Å
0.65 2.66 -1.04
-0.32 -3.90 -0.01
0.47 -3.36 0.12
-0.63 2.02 0.63
0.55 -0.06 0.14
0.09 1.60 0.60
1.08 -0.02 -0.17
-1.24 -0.30 0.24
-0.65 1.35 -0.49

---

2.
DFT (the ωB97M-V functional and the def2-TZVPD basis) results for a cluster of 2 separate species, C27H39O8S2 in total at a distorted geometry.

## Properties
**Kohn-Sham gap**: 4.80 eV
**Total charge**: -1
**HOMO energy**: -3.245 eV

Positions of all 76 atoms, in Å:
C1 -0.790991 3.303377 1.548045
C2 -0.063495 2.089529 1.052127
O1 1.191563 2.583977 0.553473
C3 1.929439 1.547365 0.088275
C4 3.117611 2.090255 -0.532758
C5 4.023046 1.295664 -1.312366
O2 4.882020 1.843381 -2.033854
C6 3.899698 -0.209985 -1.329883
C7 2.869902 -0.634052 -2.372618
C8 3.315772 -0.496329 -3.843275
C9 2.501564 0.480283 -4.711178
C10 3.062796 1.906302 -4.872685
C11 2.009095 3.022184 -4.741263
C12 1.714501 3.458957 -3.301592
C13 2.769917 4.393901 -2.712608
C14 2.647109 4.566831 -1.195994
C15 3.433851 3.547675 -0.353834
O3 1.527809 0.388737 0.219751
H1 -1.759332 2.989514 1.939159
H2 -0.231879 3.798172 2.350136
H3 -0.957466 4.024972 0.740051
H4 0.147840 1.371077 1.857087
H5 -0.595206 1.590573 0.224881
H6 4.885918 -0.614135 -1.579923
H7 3.571448 -0.550628 -0.344401
H8 2.623428 -1.687722 -2.174363
H9 1.940675 -0.076996 -2.185992
H10 4.383103 -0.246463 -3.891791
H11 3.198549 -1.493162 -4.295402
H12 2.457465 0.045176 -5.721279
H13 1.466590 0.521028 -4.346423
H14 3.890830 2.077704 -4.166847
H15 3.497661 1.988989 -5.881741
H16 2.363561 3.896684 -5.304162
H17 1.066972 2.689424 -5.196177
H18 0.746906 3.985641 -3.282554
H19 1.586860 2.587079 -2.641481
H20 3.778244 4.046659 -2.978562
H21 2.642159 5.379098 -3.192355
H22 3.060884 5.554239 -0.947733
H23 1.587689 4.560902 -0.898878
H24 3.337029 3.806361 0.705632
H25 4.482531 3.628359 -0.651068
C16 -2.078976 -2.876585 7.944555
O4 -1.655474 -1.799882 7.076110
C17 -1.606065 -1.952750 5.725731
C18 -1.948399 -3.136717 5.023873
C19 -1.941522 -3.130671 3.637851
C20 -1.511903 -1.999572 2.885085
C21 -1.559685 -1.964577 1.425145
C22 -2.636324 -2.489183 0.774774
S1 -2.782418 -2.699823 -0.991774
O5 -3.407052 -1.496661 -1.497920
O6 -1.491704 -3.122211 -1.488632
C23 -3.930692 -4.085994 -1.205521
C24 -5.368071 -3.779804 -0.848389
C25 -5.525386 -2.799982 0.290269
S2 -4.219662 -2.921392 1.544795
O7 -4.131501 -4.322804 1.907840
O8 -4.529451 -1.927207 2.557890
C26 -1.103958 -0.863070 3.622940
C27 -1.170432 -0.818675 4.990422
H26 -1.983632 -2.458575 8.950213
H27 -3.125341 -3.154266 7.755823
H28 -1.426963 -3.754891 7.843863
H29 -2.254656 -4.043409 5.562657
H30 -2.239992 -4.044447 3.131263
H31 -0.782825 -1.427023 0.872894
H32 -3.835716 -4.289709 -2.278563
H33 -3.535841 -4.936477 -0.637312
H34 -5.886957 -3.369662 -1.719441
H35 -5.870022 -4.717361 -0.591809
H36 -5.542010 -1.755738 -0.039274
H37 -6.431936 -3.014008 0.870784
H38 -0.802392 0.027465 3.061295
H39 -0.896706 0.075066 5.558991

Atomic forces in eV per Å
-0.43 0.18 0.21
0.49 0.67 -0.15
-1.72 -0.47 0.84
2.59 0.30 -1.16
-0.44 -1.38 0.20
-0.59 0.92 0.37
0.51 -0.30 -0.12
-0.03 0.21 0.12
-0.27 -0.31 0.07
-0.16 -0.28 -0.05
0.12 -0.08 -0.26
0.17 0.27 -0.04
0.12 -0.09 0.21
-0.23 -0.14 0.06
-0.02 0.05 -0.16
0.22 0.22 0.16
-0.02 -0.10 -0.50
-0.15 -0.17 -0.04
-0.15 0.15 0.08
-0.07 -0.07 -0.15
0.06 -0.13 0.14
-0.25 0.14 -0.29
0.07 0.04 0.44
-0.06 -0.03 0.05
0.12 -0.09 -0.18
-0.05 0.18 -0.09
0.21 -0.12 -0.09
-0.17 0.04 -0.02
0.17 0.19 0.01
-0.21 0.07 0.17
0.13 -0.03 0.02
-0.30 -0.03 -0.07
0.01 -0.06 0.24
-0.17 -0.02 0.03
0.14 0.03 -0.16
0.12 -0.07 0.02
0.15 0.08 -0.22
-0.17 -0.04 0.19
0.06 -0.17 0.02
-0.19 0.02 0.09
0.20 0.06 -0.10
0.02 0.16 -0.04
0.05 0.20 0.16
0.20 0.51 -0.61
-0.07 -0.41 0.27
-0.04 -0.35 -0.83
0.01 0.70 0.83
0.63 0.47 -0.67
-0.16 -0.19 1.46
-1.48 -0.36 -0.27
-0.38 -0.03 -0.23
1.20 0.47 -0.06
-0.12 -0.53 -0.18
-0.79 0.16 0.09
0.63 0.02 -0.25
-0.43 -0.12 -0.25
0.33 0.55 0.47
0.17 0.40 1.27
-0.43 0.04 -0.14
0.03 -0.72 -0.72
-0.12 -0.02 -1.04
-0.22 -0.52 1.11
-0.04 -0.17 -0.21
0.25 0.06 -0.04
-0.14 0.20 -0.04
0.13 0.49 -0.27
0.14 0.24 0.01
0.07 -0.44 -0.03
0.15 -0.05 0.21
0.07 0.30 -0.13
0.07 -0.02 0.10
0.14 0.08 -0.04
0.05 -0.22 0.09
0.31 0.17 0.06
0.02 -0.35 0.30
-0.09 -0.30 -0.30

---

3.
DFT (the ωB97M-V functional and the def2-TZVPD basis) results for the ion C3H7N2S with charge +1 at a distorted geometry.

## Properties
**Kohn-Sham gap**: 9.79 eV
**Total charge**: +1
**HOMO energy**: -14.412 eV

Positions of all 13 atoms, in Å:
N1 1.938761 -0.535017 -0.059873
N2 0.663372 0.052241 -0.029411
C1 0.392304 1.297062 0.182645
S1 -1.229501 1.731165 0.207410
C2 -1.737969 -0.031981 0.153984
C3 -0.495566 -0.789880 -0.321591
H1 2.583614 0.070120 -0.552427
H2 2.262337 -0.673153 0.890005
H3 1.156462 2.047075 0.329049
H4 -2.541643 -0.081556 -0.568781
H5 -2.062590 -0.380632 1.128464
H6 -0.529739 -0.902609 -1.410694
H7 -0.399843 -1.802836 0.051222

Atomic forces in eV per Å
-0.12 0.15 -0.15
0.33 -0.19 0.59
-0.04 0.19 0.02
-0.26 0.01 0.17
0.41 -0.12 -0.13
-0.60 -0.08 -1.18
0.05 0.01 -0.10
0.02 -0.09 0.09
0.23 -0.09 -0.01
-0.17 -0.24 0.03
-0.15 0.28 0.15
0.11 0.07 0.00
0.18 0.11 0.52